1.
{
  "formula": "C93H208N3O15P5",
  "method": "ωB97M-V/def2-TZVPD",
  "symbols": ["C", "C", "C", "C", "P", "C", "C", "C", "C", "C", "C", "C", "C", "C", "C", "C", "C", "H", "H", "H", "H", "H", "H", "H", "H", "H", "H", "H", "H", "H", "H", "H", "H", "H", "H", "H", "H", "H", "H", "H", "H", "H", "H", "H", "H", "H", "H", "H", "H", "H", "H", "H", "H", "C", "C", "C", "C", "P", "C", "C", "C", "C", "C", "C", "C", "C", "C", "C", "C", "C", "H", "H", "H", "H", "H", "H", "H", "H", "H", "H", "H", "H", "H", "H", "H", "H", "H", "H", "H", "H", "H", "H", "H", "H", "H", "H", "H", "H", "H", "H", "H", "H", "H", "H", "H", "H", "C", "C", "C", "C", "P", "C", "C", "C", "C", "C", "C", "C", "C", "C", "C", "C", "C", "H", "H", "H", "H", "H", "H", "H", "H", "H", "H", "H", "H", "H", "H", "H", "H", "H", "H", "H", "H", "H", "H", "H", "H", "H", "H", "H", "H", "H", "H", "H", "H", "H", "H", "H", "H", "C", "C", "C", "C", "P", "C", "C", "C", "C", "C", "C", "C", "C", "C", "C", "C", "C", "H", "H", "H", "H", "H", "H", "H", "H", "H", "H", "H", "H", "H", "H", "H", "H", "H", "H", "H", "H", "H", "H", "H", "H", "H", "H", "H", "H", "H", "H", "H", "H", "H", "H", "H", "H", "C", "C", "C", "C", "P", "C", "C", "C", "C", "C", "C", "C", "C", "C", "C", "C", "C", "H", "H", "H", "H", "H", "H", "H", "H", "H", "H", "H", "H", "H", "H", "H", "H", "H", "H", "H", "H", "H", "H", "H", "H", "H", "H", "H", "H", "H", "H", "H", "H", "H", "H", "H", "H", "C", "C", "O", "N", "H", "H", "C", "H", "H", "H", "H", "H", "H", "C", "C", "O", "N", "H", "H", "C", "H", "H", "H", "H", "H", "H", "C", "C", "O", "N", "H", "H", "C", "H", "H", "H", "H", "H", "H", "O", "C", "O", "O", "H", "O", "C", "O", "O", "H", "O", "C", "O", "O", "H", "O", "C", "O", "O", "H"],
  "positions_angstrom": [[-25.31, -13.03, 23.18], [-24.63, -14.32, 22.69], [-23.08, -14.24, 22.65], [-22.34, -15.49, 22.10], [-20.59, -15.44, 22.35], [-20.30, -15.94, 24.04], [-20.85, -15.21, 25.24], [-20.15, -15.48, 26.56], [-18.61, -15.06, 26.67], [-19.56, -16.65, 21.40], [-18.04, -16.50, 21.57], [-17.26, -16.97, 20.41], [-15.80, -16.63, 20.75], [-20.01, -13.85, 22.09], [-19.80, -13.48, 20.60], [-18.91, -12.27, 20.39], [-17.46, -12.36, 20.83], [-26.35, -12.95, 22.93], [-24.65, -12.28, 22.69], [-25.22, -12.91, 24.25], [-24.86, -14.52, 21.66], [-25.05, -15.13, 23.22], [-22.81, -14.09, 23.69], [-22.77, -13.33, 22.07], [-22.58, -15.53, 21.11], [-22.82, -16.38, 22.54], [-19.25, -16.13, 24.12], [-20.71, -16.94, 24.04], [-21.91, -15.54, 25.34], [-20.93, -14.14, 25.10], [-20.22, -16.56, 26.71], [-20.58, -14.96, 27.40], [-18.46, -14.02, 26.52], [-18.04, -15.55, 25.85], [-18.19, -15.42, 27.58], [-19.84, -16.43, 20.37], [-19.90, -17.62, 21.70], [-17.72, -17.05, 22.49], [-17.72, -15.46, 21.74], [-17.60, -16.44, 19.52], [-17.52, -18.02, 20.25], [-15.80, -15.52, 20.87], [-15.10, -16.88, 19.94], [-15.46, -17.10, 21.68], [-19.01, -14.01, 22.54], [-20.63, -13.12, 22.57], [-20.75, -13.19, 20.26], [-19.45, -14.24, 19.95], [-19.38, -11.37, 20.80], [-18.78, -12.04, 19.33], [-17.27, -12.48, 21.92], [-16.94, -11.44, 20.49], [-16.93, -13.12, 20.32], [-23.27, -25.74, 19.94], [-22.17, -25.00, 20.85], [-21.64, -23.78, 20.14], [-20.70, -24.25, 18.98], [-19.93, -22.95, 17.97], [-21.16, -21.98, 17.08], [-22.12, -22.76, 16.23], [-22.74, -22.09, 15.02], [-23.60, -20.87, 15.34], [-18.96, -21.94, 19.10], [-18.08, -22.67, 20.10], [-16.96, -21.66, 20.46], [-15.90, -22.08, 21.45], [-18.86, -23.84, 16.84], [-17.72, -23.06, 16.16], [-18.12, -22.39, 14.80], [-18.51, -23.47, 13.75], [-23.69, -26.58, 20.52], [-22.97, -26.26, 19.01], [-24.13, -25.06, 19.65], [-21.44, -25.68, 21.11], [-22.73, -24.71, 21.72], [-20.99, -23.19, 20.88], [-22.47, -23.14, 19.92], [-21.19, -24.91, 18.27], [-19.91, -24.75, 19.53], [-20.66, -21.25, 16.41], [-21.61, -21.41, 17.91], [-22.94, -23.30, 16.80], [-21.47, -23.59, 15.79], [-23.38, -22.77, 14.54], [-21.97, -21.91, 14.28], [-23.95, -20.41, 14.40], [-22.95, -20.15, 15.82], [-24.52, -21.11, 15.90], [-19.67, -21.24, 19.56], [-18.34, -21.32, 18.48], [-17.51, -23.51, 19.70], [-18.57, -22.97, 21.05], [-17.52, -20.81, 20.85], [-16.56, -21.34, 19.54], [-16.44, -22.18, 22.48], [-15.21, -21.24, 21.44], [-15.24, -22.91, 21.34], [-19.37, -24.44, 16.14], [-18.30, -24.55, 17.49], [-16.86, -23.69, 16.11], [-17.33, -22.22, 16.76], [-17.24, -21.87, 14.53], [-19.00, -21.72, 14.91], [-17.72, -24.23, 13.64], [-18.75, -23.00, 12.79], [-19.48, -23.88, 14.09], [-20.75, -19.28, 11.34], [-19.99, -20.18, 12.32], [-19.19, -19.31, 13.27], [-20.05, -18.67, 14.43], [-19.43, -17.06, 15.12], [-17.63, -17.26, 15.41], [-17.30, -18.32, 16.47], [-15.86, -18.18, 16.92], [-15.37, -19.24, 17.89], [-19.55, -15.71, 13.91], [-20.88, -15.64, 13.13], [-21.01, -14.33, 12.37], [-20.05, -14.26, 11.12], [-20.28, -16.66, 16.63], [-21.85, -16.87, 16.58], [-22.45, -16.07, 17.69], [-24.02, -16.28, 17.87], [-20.98, -19.84, 10.44], [-20.16, -18.46, 11.01], [-21.61, -18.86, 11.85], [-19.29, -20.92, 11.93], [-20.69, -20.88, 12.87], [-18.70, -18.49, 12.71], [-18.36, -19.84, 13.68], [-20.16, -19.37, 15.30], [-21.11, -18.40, 14.09], [-17.40, -16.29, 15.84], [-17.04, -17.29, 14.48], [-17.47, -19.30, 16.08], [-17.99, -18.20, 17.39], [-15.63, -17.22, 17.27], [-15.24, -18.16, 16.00], [-14.35, -19.07, 18.24], [-15.39, -20.21, 17.43], [-15.96, -19.28, 18.77], [-18.69, -15.93, 13.25], [-19.29, -14.78, 14.38], [-21.77, -15.74, 13.76], [-20.89, -16.48, 12.38], [-20.76, -13.46, 12.97], [-21.99, -14.19, 11.90], [-20.36, -15.01, 10.39], [-19.01, -14.42, 11.29], [-20.16, -13.23, 10.72], [-19.97, -15.61, 16.81], [-19.90, -17.31, 17.47], [-21.98, -17.92, 16.87], [-22.32, -16.63, 15.63], [-22.40, -14.97, 17.49], [-21.94, -16.25, 18.64], [-24.21, -17.32, 18.10], [-24.58, -16.05, 16.94], [-24.31, -15.58, 18.68], [-20.11, -28.20, 22.00], [-19.63, -29.49, 22.53], [-20.46, -29.98, 23.77], [-19.99, -31.40, 24.13], [-21.17, -32.48, 25.00], [-22.63, -32.52, 23.94], [-22.34, -33.28, 22.65], [-23.46, -33.08, 21.59], [-23.36, -31.69, 21.01], [-20.19, -34.01, 25.03], [-20.91, -35.22, 25.81], [-20.19, -36.59, 25.53], [-19.00, -36.77, 26.42], [-21.51, -32.07, 26.68], [-20.20, -32.05, 27.60], [-20.53, -31.54, 29.06], [-20.98, -32.73, 29.93], [-21.24, -28.20, 21.97], [-19.71, -28.01, 21.02], [-19.78, -27.37, 22.59], [-18.58, -29.41, 22.75], [-19.74, -30.27, 21.78], [-21.45, -29.88, 23.37], [-20.30, -29.33, 24.61], [-19.17, -31.35, 24.84], [-19.73, -31.87, 23.15], [-23.01, -31.49, 23.78], [-23.42, -33.08, 24.47], [-22.23, -34.39, 22.90], [-21.38, -33.14, 22.21], [-24.41, -33.13, 22.22], [-23.35, -33.81, 20.82], [-24.07, -31.04, 21.50], [-23.46, -31.60, 19.90], [-22.39, -31.24, 21.27], [-19.19, -33.73, 25.47], [-19.97, -34.21, 24.03], [-21.92, -35.23, 25.33], [-20.98, -34.98, 26.86], [-20.06, -36.70, 24.48], [-20.91, -37.32, 25.83], [-19.23, -36.78, 27.50], [-18.25, -36.02, 26.33], [-18.43, -37.66, 26.13], [-22.18, -32.84, 26.99], [-22.00, -31.04, 26.71], [-19.31, -31.55, 27.20], [-19.93, -33.11, 27.73], [-21.37, -30.85, 28.98], [-19.69, -31.05, 29.45], [-20.19, -33.40, 30.17], [-21.78, -33.28, 29.49], [-21.37, -32.36, 30.83], [-17.93, -15.21, 31.01], [-19.42, -15.08, 31.08], [-20.04, -16.37, 30.65], [-20.34, -17.34, 31.77], [-21.07, -18.88, 31.21], [-19.81, -19.94, 30.41], [-18.54, -20.10, 31.21], [-18.60, -20.70, 32.59], [-17.23, -21.08, 33.07], [-21.94, -19.68, 32.62], [-22.71, -20.94, 32.36], [-21.96, -22.20, 32.77], [-21.92, -22.26, 34.36], [-22.35, -18.51, 30.02], [-23.46, -17.52, 30.35], [-24.67, -17.51, 29.38], [-24.18, -17.51, 27.89], [-17.43, -15.83, 31.75], [-17.48, -14.28, 31.05], [-17.66, -15.53, 30.02], [-19.78, -14.25, 30.55], [-19.67, -14.83, 32.09], [-19.55, -16.81, 29.77], [-21.00, -16.08, 30.23], [-20.97, -16.86, 32.54], [-19.42, -17.70, 32.25], [-19.52, -19.36, 29.52], [-20.39, -20.82, 30.08], [-18.08, -19.11, 31.29], [-17.88, -20.66, 30.50], [-19.29, -21.61, 32.55], [-19.03, -19.93, 33.27], [-16.60, -20.22, 33.29], [-16.73, -21.73, 32.39], [-17.30, -21.58, 33.99], [-22.55, -18.84, 32.91], [-21.14, -19.86, 33.39], [-22.92, -21.06, 31.28], [-23.71, -20.88, 32.85], [-20.90, -22.30, 32.42], [-22.47, -23.10, 32.41], [-21.34, -21.45, 34.77], [-21.46, -23.22, 34.68], [-22.99, -22.38, 34.70], [-22.77, -19.46, 29.63], [-21.75, -18.08, 29.23], [-23.12, -16.50, 30.31], [-23.84, -17.60, 31.31], [-25.18, -16.60, 29.67], [-25.32, -18.28, 29.63], [-23.47, -16.66, 27.73], [-25.00, -17.41, 27.16], [-23.59, -18.45, 27.71], [-28.50, -17.22, 27.40], [-28.34, -18.42, 26.62], [-27.36, -19.24, 26.72], [-29.22, -18.63, 25.57], [-25.94, -18.41, 24.00], [-30.09, -18.06, 25.63], [-29.15, -19.80, 24.74], [-28.47, -16.31, 26.77], [-27.63, -17.19, 28.04], [-29.55, -17.28, 27.86], [-30.09, -19.98, 24.24], [-28.78, -20.64, 25.31], [-28.47, -19.66, 23.86], [-24.31, -21.32, 22.39], [-24.16, -22.68, 23.10], [-23.11, -23.29, 23.21], [-25.32, -23.20, 23.60], [-25.80, -19.87, 26.66], [-26.01, -22.55, 23.59], [-25.52, -24.34, 24.49], [-25.27, -21.32, 21.91], [-23.53, -21.19, 21.67], [-24.31, -20.55, 23.20], [-26.29, -24.04, 25.25], [-24.58, -24.56, 25.08], [-25.90, -25.23, 24.02], [-20.84, -19.81, 23.21], [-20.33, -21.20, 23.58], [-19.48, -21.83, 22.94], [-20.92, -21.74, 24.65], [-20.68, -20.79, 26.31], [-21.77, -21.37, 24.94], [-20.81, -23.20, 25.00], [-21.63, -19.36, 23.78], [-21.35, -19.93, 22.24], [-20.05, -19.08, 23.23], [-19.90, -23.62, 24.61], [-21.64, -23.68, 24.46], [-20.97, -23.31, 26.11], [-24.74, -22.07, 27.07], [-24.12, -20.96, 26.73], [-22.89, -20.99, 26.54], [-24.80, -19.92, 26.64], [-24.16, -22.82, 26.90], [-18.90, -18.69, 27.64], [-19.45, -19.45, 26.64], [-20.24, -20.42, 27.11], [-19.29, -19.12, 25.47], [-18.39, -18.02, 27.18], [-21.73, -18.10, 20.04], [-21.17, -19.18, 19.46], [-21.53, -20.30, 19.83], [-20.31, -18.82, 18.63], [-22.43, -18.37, 20.76], [-25.43, -18.23, 21.04], [-25.20, -18.26, 22.36], [-26.29, -18.45, 23.07], [-24.08, -18.06, 22.79], [-26.26, -18.58, 20.90]],
  "lumo_energy_ev": -5.565,
  "e_tot_ev": -181417.748,
  "total_charge": 4,
  "homo_lumo_gap_ev": 9.12,
  "fmax_ev_per_a": 4.925,
  "homo_ev": -14.685
}

2.
{
  "formula": "C4H10N2O",
  "method": "ωB97M-V/def2-TZVPD",
  "symbols": ["C", "C", "C", "N", "C", "N", "O", "H", "H", "H", "H", "H", "H", "H", "H", "H", "H"],
  "positions_angstrom": [[-0.04, 0.41, 1.95], [0.15, -0.54, 0.78], [1.62, -0.74, 0.41], [-0.68, -0.04, -0.34], [-0.36, 0.41, -1.58], [-1.44, 0.61, -2.43], [0.77, 0.62, -1.97], [0.44, 0.06, 2.87], [0.11, 1.46, 1.77], [-1.10, 0.39, 2.26], [-0.31, -1.48, 1.12], [1.76, -1.72, -0.04], [2.23, -0.73, 1.31], [2.03, -0.02, -0.29], [-1.66, -0.05, -0.14], [-2.28, 0.06, -2.55], [-1.21, 1.30, -3.13]],
  "lumo_energy_ev": 0.833,
  "smiles": "CC(C)NC(N)=O",
  "e_tot_ev": -9338.363,
  "total_charge": 0,
  "de_lowest_kj_mol": 60.22,
  "homo_lumo_gap_ev": 10.32,
  "fmax_ev_per_a": 1.651,
  "homo_ev": -9.486
}

3.
{
  "formula": "C9H18O13PZn",
  "method": "ωB97M-V/def2-TZVPD",
  "symbols": ["Zn", "P", "O", "O", "O", "O", "C", "O", "C", "O", "O", "C", "H", "H", "H", "H", "H", "H", "C", "O", "C", "O", "O", "C", "H", "H", "H", "H", "H", "H", "C", "O", "C", "O", "O", "C", "H", "H", "H", "H", "H", "H"],
  "positions_angstrom": [[-0.24, -0.19, -0.15], [-1.13, -2.18, 0.59], [-2.09, -1.01, 0.18], [0.05, -1.46, 1.42], [-0.51, -2.50, -0.75], [-1.71, -3.29, 1.31], [2.67, -2.18, 0.81], [3.12, -0.92, 1.36], [2.48, 0.23, 1.03], [1.84, 0.47, 0.04], [2.89, 1.18, 1.86], [2.50, 2.53, 1.39], [3.22, -2.91, 1.42], [2.81, -2.15, -0.24], [1.58, -2.19, 1.07], [2.42, 2.40, 0.31], [3.30, 3.18, 1.71], [1.53, 2.74, 1.76], [-3.10, 1.86, 0.08], [-2.99, 1.62, 1.43], [-1.78, 1.38, 1.80], [-0.80, 1.56, 1.03], [-1.73, 0.92, 3.01], [-0.50, 0.36, 3.45], [-4.10, 2.32, -0.06], [-3.06, 0.87, -0.44], [-2.32, 2.61, -0.28], [-0.65, -0.05, 4.46], [0.36, 1.09, 3.47], [-0.29, -0.42, 2.81], [1.95, -1.09, -3.23], [0.57, -1.01, -3.58], [-0.32, -0.37, -2.87], [-0.16, 0.52, -2.07], [-1.47, -0.70, -3.40], [-2.59, -0.05, -2.93], [2.09, -2.03, -2.71], [2.12, -0.31, -2.50], [2.55, -1.00, -4.20], [-2.80, -0.44, -1.91], [-3.33, -0.36, -3.61], [-2.36, 0.99, -2.88]],
  "lumo_energy_ev": 2.474,
  "e_tot_ev": -93953.212,
  "total_charge": -1,
  "homo_lumo_gap_ev": 6.39,
  "fmax_ev_per_a": 3.671,
  "homo_ev": -3.918
}